No. 1
This record from the Open Molecules 2025 dataset describes the molecule C5H9NO. The level of theory is ωB97M-V/def2-TZVPD.

- Energy: -8866.14693 eV
- SMILES: C/C(O)=C1/CN1C
- Spin multiplicity: 1
- LUMO: 0.8 eV
- Energy above the lowest of the compared OMol25 structures with the same formula, charge and spin: 70.7 kcal/mol

Last column: natural (NBO) charge in e.
CARTESIAN COORDINATES (ANGSTROEM)
H: 1.18 -1.13 -1.84  0.203
H: -0.40 1.91 1.81  0.479
H: 0.53 -1.36 2.88  0.230
H: 0.12 -0.41 -3.06  0.200
H: -2.35 0.89 -0.77  0.208
C: -1.27 0.96 -0.87  -0.281
C: 0.67 -1.15 1.81  -0.659
O: -0.07 1.14 2.28  -0.673
C: 0.01 0.12 1.36  0.293
C: -0.43 0.30 0.12  -0.014
H: 1.74 -1.11 1.61  0.223
H: -0.91 1.82 -1.43  0.194
H: 1.08 0.64 -1.98  0.172
H: 0.22 -1.97 1.24  0.230
N: -0.62 -0.35 -1.11  -0.388
C: 0.51 -0.30 -2.04  -0.417

No. 2
This record from the Open Molecules 2025 dataset describes a structure of composition C5H9NO at a distorted geometry. The level of theory is ωB97M-V/def2-TZVPD.

- Energy: -8863.66360 eV
- Spin multiplicity: 1
- LUMO (alpha / beta): -0.5 / -0.5 eV
- Energy above the lowest of the compared OMol25 structures with the same formula, charge and spin: 128.0 kcal/mol

Last column: natural (NBO) charge in e.
CARTESIAN COORDINATES (ANGSTROEM)
N: 3.17 0.76 -0.26  -0.285
H: -1.50 -0.35 -2.38  0.200
H: -1.57 -1.29 -0.82  0.175
H: -0.47 1.20 1.48  0.203
H: 0.83 -2.25 0.70  0.232
C: -1.12 -0.46 -1.37  -0.232
O: 0.24 -0.43 -1.37  -0.398
H: 0.07 2.19 0.08  0.218
H: -0.58 -1.27 1.16  0.229
H: 1.01 -0.90 1.85  0.244
C: 2.12 0.26 -0.26  0.214
C: 0.49 -1.23 0.94  -0.678
H: -1.15 0.58 -0.47  0.202
C: -0.68 1.50 0.46  -0.794
H: -1.66 2.01 0.45  0.218
C: 0.80 -0.29 -0.19  0.254

No. 3
This record from the Open Molecules 2025 dataset describes the molecule C5H9NO at a distorted geometry. The level of theory is ωB97M-V/def2-TZVPD.

- Energy: -8868.08256 eV
- SMILES: C=CCCC(N)=O
- Spin multiplicity: 1
- LUMO: 0.9 eV
- Energy above the lowest of the compared OMol25 structures with the same formula, charge and spin: 26.1 kcal/mol

Last column: natural (NBO) charge in e.
CARTESIAN COORDINATES (ANGSTROEM)
H: -0.47 0.74 1.66  0.202
H: 1.88 -1.38 -0.05  0.234
H: -0.20 -1.82 0.88  0.228
C: 1.30 -0.49 0.23  -0.498
O: 2.56 1.36 -0.58  -0.620
H: -0.52 -1.28 -0.70  0.204
N: 0.77 0.85 -1.81  -0.839
C: -0.18 -0.91 0.27  -0.451
H: 0.93 1.77 -2.19  0.413
H: -2.91 -0.37 0.16  0.187
C: -1.04 0.10 1.00  -0.178
H: -0.04 0.27 -1.95  0.397
C: 1.62 0.62 -0.76  0.672
C: -2.36 0.08 0.98  -0.390
H: -3.01 0.59 1.68  0.201
H: 1.67 -0.13 1.19  0.238

No. 4
This record from the Open Molecules 2025 dataset describes the molecule C5H9NO. The level of theory is ωB97M-V/def2-TZVPD.

- Energy: -8864.71268 eV
- Spin multiplicity: 1
- LUMO: 0.6 eV
- Energy above the lowest of the compared OMol25 structures with the same formula, charge and spin: 103.8 kcal/mol

Last column: natural (NBO) charge in e.
CARTESIAN COORDINATES (ANGSTROEM)
O: 0.24 -1.19 -2.15  -0.504
H: -1.50 0.94 1.04  0.217
H: -1.01 1.70 -0.53  0.203
C: 0.10 -1.21 0.94  -0.901
C: 1.63 0.87 0.18  -0.619
H: -0.07 -0.93 1.99  0.188
H: 2.50 0.24 -0.04  0.230
H: 1.63 1.73 -0.50  0.201
C: -0.09 -0.64 -1.15  0.760
H: -2.34 -0.22 -1.38  0.416
N: -1.59 -0.34 -0.70  -0.714
H: -1.54 -1.16 0.03  0.475
H: 0.97 -1.88 0.89  0.195
H: 1.74 1.24 1.21  0.223
C: -1.01 0.79 0.08  -0.212
C: 0.35 0.05 0.10  -0.162

No. 5
This record from the Open Molecules 2025 dataset describes a structure of composition C5H9NO at a distorted geometry. The level of theory is ωB97M-V/def2-TZVPD.

- Energy: -8865.07664 eV
- Spin multiplicity: 1
- LUMO: 0.9 eV
- Energy above the lowest of the compared OMol25 structures with the same formula, charge and spin: 95.4 kcal/mol

Last column: natural (NBO) charge in e.
CARTESIAN COORDINATES (ANGSTROEM)
C: -0.05 -2.57 0.57  -0.219
C: -0.03 1.03 -1.37  -0.209
H: 0.26 -3.07 1.45  0.198
H: -1.13 -2.49 0.43  0.208
H: 0.33 3.03 0.80  0.201
H: 0.30 -1.16 -1.97  0.206
C: -0.09 2.04 1.00  -0.412
C: 0.35 -0.26 0.08  0.504
N: 0.42 1.11 0.04  -0.419
O: 0.54 -1.03 1.13  -0.513
H: 0.21 1.72 2.00  0.213
H: -1.19 2.11 0.97  0.174
C: 0.01 -0.46 -1.22  -0.503
H: 0.43 -2.96 -0.33  0.202
H: -1.03 1.47 -1.50  0.181
H: 0.66 1.49 -2.08  0.186

No. 6
This record from the Open Molecules 2025 dataset describes the molecule C5H9NO at a distorted geometry. The level of theory is ωB97M-V/def2-TZVPD.

- Energy: -8864.55308 eV
- SMILES: C=NCCCC=O
- Spin multiplicity: 1
- LUMO: 0.3 eV
- Energy above the lowest of the compared OMol25 structures with the same formula, charge and spin: 107.5 kcal/mol

Last column: natural (NBO) charge in e.
CARTESIAN COORDINATES (ANGSTROEM)
H: 0.57 -1.29 -1.29  0.180
C: -0.02 -0.34 -1.40  -0.252
H: 1.56 1.55 -1.13  0.235
C: -0.20 0.62 1.44  0.456
C: 0.77 0.91 -0.70  -0.433
H: -0.74 1.55 1.24  0.112
N: -1.46 -0.35 -0.76  -0.412
H: -0.09 -0.16 -2.48  0.201
H: -0.93 -2.43 -0.13  0.160
H: -1.78 -1.26 0.92  0.204
H: -0.17 1.59 -0.66  0.216
C: -1.49 -1.53 -0.09  -0.053
C: 1.12 0.56 0.74  -0.516
O: -0.57 -0.15 2.26  -0.550
H: 1.69 -0.55 0.77  0.212
H: 1.73 1.28 1.25  0.241

No. 7
This record from the Open Molecules 2025 dataset describes the molecule C5H9NO at a distorted geometry. The level of theory is ωB97M-V/def2-TZVPD.

- Energy: -8866.15426 eV
- SMILES: COC(C)(C)C#N
- Spin multiplicity: 1
- LUMO: 0.8 eV
- Energy above the lowest of the compared OMol25 structures with the same formula, charge and spin: 70.5 kcal/mol

Last column: natural (NBO) charge in e.
CARTESIAN COORDINATES (ANGSTROEM)
H: -1.69 0.87 -1.43  0.262
H: -1.37 -0.93 1.58  0.228
H: -0.08 -1.97 0.93  0.227
H: 2.29 -0.01 0.89  0.169
H: -2.29 -0.90 -0.73  0.227
C: 2.05 0.48 -0.07  -0.257
H: -1.00 -0.93 -1.95  0.235
O: 0.98 -0.17 -0.74  -0.510
H: 2.92 0.41 -0.72  0.204
H: 1.82 1.54 0.11  0.184
C: -0.27 -0.11 -0.09  0.142
N: -1.18 2.35 0.11  -0.340
C: -0.35 -0.94 1.18  -0.624
C: -1.39 -0.39 -1.10  -0.603
C: -0.77 1.27 0.07  0.235
H: 0.33 -0.57 1.95  0.221

No. 8
This record from the Open Molecules 2025 dataset describes the molecule C5H9NO at a distorted geometry. The level of theory is ωB97M-V/def2-TZVPD.

- Energy: -8863.84579 eV
- SMILES: O[C@@]12CCN[C@H]1C2
- Spin multiplicity: 1
- LUMO: 0.8 eV
- Energy above the lowest of the compared OMol25 structures with the same formula, charge and spin: 123.8 kcal/mol

Last column: natural (NBO) charge in e.
CARTESIAN COORDINATES (ANGSTROEM)
O: -1.52 -0.60 0.15  -0.782
H: -2.04 -1.36 -0.07  0.479
C: 0.38 -1.19 1.50  -0.379
C: 0.37 -0.20 -1.28  -0.432
C: -0.06 -0.83 0.05  0.160
H: -0.31 -0.57 -2.04  0.217
H: 1.38 -0.43 -1.55  0.213
H: -1.26 1.34 0.60  0.378
C: 0.16 1.39 -0.87  -0.241
C: 0.42 0.25 1.05  -0.093
H: 1.16 1.92 -1.02  0.196
H: -0.65 1.69 -1.45  0.206
H: 1.38 0.51 0.67  0.178
H: 1.35 -1.67 1.79  0.239
H: -0.56 -1.76 1.89  0.249
N: -0.21 1.51 0.58  -0.586

No. 9
This record from the Open Molecules 2025 dataset describes the molecule C5H9NO at a distorted geometry. The level of theory is ωB97M-V/def2-TZVPD.

- Energy: -8864.66130 eV
- SMILES: C=C[N+]([O-])=C(C)C
- Spin multiplicity: 1
- LUMO (alpha / beta): 0.9 / 0.9 eV
- Energy above the lowest of the compared OMol25 structures with the same formula, charge and spin: 105.0 kcal/mol

Last column: natural (NBO) charge in e.
CARTESIAN COORDINATES (ANGSTROEM)
H: 0.00 1.35 1.13  0.234
H: -1.82 0.16 -2.09  0.220
O: -0.25 -2.40 -0.51  -0.599
H: 2.34 -0.70 0.51  0.212
C: 1.74 -1.11 1.33  -0.403
H: -0.26 0.30 -2.61  0.228
N: -0.22 -1.25 0.17  0.006
H: 0.00 -1.89 2.31  0.236
C: -0.46 -0.12 -0.43  0.282
H: -1.69 1.24 0.65  0.229
H: -0.60 2.07 -0.35  0.229
H: -0.81 -1.26 -2.23  0.268
C: 0.49 -1.52 1.36  -0.019
H: 2.44 -1.48 2.08  0.202
C: -0.82 -0.28 -1.90  -0.667
C: -0.66 1.21 0.31  -0.659

No. 10
This record from the Open Molecules 2025 dataset describes the molecule C5H9NO at a distorted geometry. The level of theory is ωB97M-V/def2-TZVPD.

- Energy: -8866.65504 eV
- SMILES: [H]/N=C(/C)[C@H](C)C=O
- Spin multiplicity: 1
- LUMO: 0.7 eV
- Energy above the lowest of the compared OMol25 structures with the same formula, charge and spin: 59.0 kcal/mol

Last column: natural (NBO) charge in e.
CARTESIAN COORDINATES (ANGSTROEM)
C: 1.24 -0.12 1.45  -0.652
H: -0.70 1.02 1.06  0.246
H: -1.90 0.88 -1.07  0.205
H: -1.21 -0.36 -2.14  0.232
N: 1.32 0.20 -1.47  -0.675
O: -0.99 -1.77 1.75  -0.502
C: -0.05 0.16 0.69  -0.417
H: -0.98 1.30 -2.55  0.243
H: 1.98 -0.86 1.02  0.238
H: 2.20 0.46 -1.03  0.366
H: 0.93 -0.59 2.46  0.243
C: 0.24 0.34 -0.85  0.373
H: -1.63 -1.10 -0.16  0.118
H: 1.61 0.91 1.75  0.222
C: -1.07 0.62 -1.70  -0.695
C: -0.99 -1.08 0.78  0.458

No. 11
This record from the Open Molecules 2025 dataset describes the molecule C5H9NO at a distorted geometry. The level of theory is ωB97M-V/def2-TZVPD.

- Energy: -8866.30468 eV
- SMILES: C[C@H]1N[C@H]1CC=O
- Spin multiplicity: 1
- LUMO: 1.0 eV
- Energy above the lowest of the compared OMol25 structures with the same formula, charge and spin: 67.1 kcal/mol

Last column: natural (NBO) charge in e.
CARTESIAN COORDINATES (ANGSTROEM)
H: -0.57 -1.44 1.44  0.236
N: 1.82 0.37 -0.08  -0.614
H: 0.09 -0.27 -1.53  0.274
C: -0.63 0.51 -1.33  -0.568
H: 2.52 1.06 0.23  0.360
H: 0.96 0.63 1.93  0.194
C: 0.48 -1.36 1.15  -0.629
H: -2.86 0.16 -1.64  0.113
O: -2.33 -0.18 0.26  -0.524
C: 0.85 0.09 0.98  -0.070
H: 1.10 -1.85 1.91  0.213
C: 0.44 0.96 -0.18  -0.057
H: 0.63 -1.91 0.21  0.213
H: 0.42 2.03 -0.04  0.194
C: -2.03 0.11 -0.87  0.439
H: -0.78 1.16 -2.22  0.225

No. 12
This record from the Open Molecules 2025 dataset describes a cluster of 2 separate species, C5H9NO in total at a distorted geometry. The level of theory is ωB97M-V/def2-TZVPD.

- Energy: -8868.25449 eV
- SMILES: Cc1cc[nH]c1.O
- Spin multiplicity: 1
- LUMO: 0.9 eV
- Energy above the lowest of the compared OMol25 structures with the same formula, charge and spin: 22.1 kcal/mol

Last column: natural (NBO) charge in e.
CARTESIAN COORDINATES (ANGSTROEM)
H: -2.36 0.02 -1.45  0.413
H: -1.53 -1.52 0.17  0.213
C: 0.12 1.34 0.05  -0.322
C: 0.74 -0.37 1.87  -0.634
H: 1.67 -0.78 1.47  0.215
C: -0.14 0.14 0.78  -0.094
N: -1.57 0.29 -0.90  -0.504
C: -1.19 -0.49 0.17  -0.105
H: -0.91 2.09 -1.79  0.214
H: 0.74 2.14 0.43  0.225
H: 0.30 -1.17 2.46  0.218
O: 1.50 -1.45 -1.78  -0.944
H: 1.07 0.39 2.57  0.219
C: -0.81 1.41 -0.95  -0.059
H: 1.10 -1.41 -0.91  0.473
H: 1.28 -0.61 -2.19  0.470